[1]
Computed, not measured: a structure of composition C5H5AlCl2NO5Yb, with wB97M-V/def2-TZVPD.

Structure (XYZ):
```
20
Properties=species:S:1:pos:R:3:forces:R:3:mulliken_spin:R:1
Yb 0.121 0.302 -4.406 -0.91 1.34 -3.63 0.98
Al 0.267 0.772 -0.741 1.74 1.02 0.85 0.00
Cl -0.761 2.502 -4.514 -0.02 -0.65 1.59 0.02
Cl 1.622 0.118 -2.395 -0.45 0.24 1.37 0.00
C -0.296 -0.987 0.218 -1.26 -4.50 6.52 0.00
C -0.041 1.277 -6.854 0.12 0.30 -5.76 0.00
C 0.633 -0.893 -6.650 0.67 -3.09 -4.98 0.00
O -0.432 -1.688 1.150 0.81 4.23 -6.29 0.00
O -0.058 1.319 -8.011 -0.25 0.78 5.21 0.00
O 0.695 -1.213 -7.761 -0.08 1.05 5.43 0.00
N 1.805 2.312 2.915 -0.89 0.88 -1.19 0.00
C 0.531 2.950 2.240 0.89 -0.59 0.46 0.00
C 0.458 2.192 0.953 1.18 -0.54 -0.97 0.00
O 1.312 1.188 0.801 -2.50 0.92 -1.09 0.00
O -0.307 2.434 -0.070 0.53 -1.68 0.83 0.00
H 1.655 1.302 3.089 0.13 0.68 0.59 0.00
H 2.098 2.858 3.718 -0.11 -0.04 0.93 0.00
H 2.595 2.359 2.265 0.14 0.06 0.04 0.00
H -0.333 2.668 2.890 0.36 0.64 -0.45 0.00
H 0.627 4.058 2.040 -0.07 -1.05 0.55 0.00
```
Forces are in eV/Å.

## Properties
<S²>	0.75
total charge	+4
ΔE to the lowest compared entry with this formula, charge and spin	174.7	kJ/mol
multiplicity	2


[2]
Computed, not measured: the molecule C8H16O4, with wB97M-V/def2-TZVPD.

Structure (XYZ):
```
28
Properties=species:S:1:pos:R:3:forces:R:3:nbo_charge:R:1
C 2.770 0.783 1.092 0.13 -2.02 -1.30 -0.66
C 1.406 0.836 0.336 -0.38 0.62 0.58 0.57
C 0.868 2.465 0.344 3.34 -3.19 4.54 -0.65
C 0.015 0.032 -1.346 -0.03 4.04 -1.85 -0.08
C -0.883 -0.667 -0.492 -0.08 -4.75 3.84 -0.17
C -2.300 -0.903 -1.052 1.75 0.12 -0.33 -0.07
C -0.253 -2.155 -0.214 -1.19 -1.90 1.62 -0.08
C -0.834 -0.118 0.931 -0.99 3.39 -0.53 -0.10
H 3.518 0.978 0.300 0.02 1.12 0.86 0.23
H 3.112 -0.375 1.270 -1.44 2.81 0.29 0.25
H 2.613 1.476 2.003 1.07 -1.37 -1.55 0.24
H 0.674 2.626 1.527 0.76 -0.02 -2.74 0.21
H 1.652 3.112 -0.067 -0.29 -0.27 0.26 0.23
H -0.033 2.585 -0.075 -3.10 0.52 -1.90 0.20
H -0.439 1.173 -1.475 1.01 -2.97 -0.55 0.18
H -0.118 -0.686 -2.152 1.22 1.10 -1.49 0.22
H -2.301 -1.762 -1.830 -0.03 1.83 0.57 0.18
H -2.723 -1.380 -0.171 -1.23 0.49 -0.01 0.19
H -3.856 0.349 -1.251 4.06 0.62 -1.11 0.48
H -1.070 -2.783 0.374 1.00 1.38 -0.81 0.14
H -0.070 -2.830 -1.031 -0.08 0.43 -1.23 0.19
H 0.820 -1.436 1.096 1.42 -0.63 0.27 0.48
H -1.465 -0.647 1.759 1.82 0.63 -1.40 0.23
H -1.303 0.983 0.803 1.15 -2.14 0.88 0.20
O 1.376 0.188 -0.935 -0.10 0.75 0.41 -0.54
O -2.794 0.423 -1.480 -4.43 -2.60 1.63 -0.72
O 0.965 -2.236 0.553 -1.69 -0.56 -0.88 -0.74
O 0.652 -0.031 1.184 -3.70 2.58 1.93 -0.60
```
Forces are in eV/Å.

## Properties
ΔE to the lowest compared entry with this formula, charge and spin	576.0	kJ/mol
SMILES	CC1(C)OCC(CO)(CO)CO1


[3]
Computed, not measured: a cluster of 2 separate species, CO4S2 in total, with wB97M-V/def2-TZVPD.

Structure (XYZ):
```
7
Properties=species:S:1:pos:R:3:forces:R:3:nbo_charge:R:1
C -1.513 -1.248 0.181 -1.43 3.32 -0.33 0.45
O 0.439 0.524 1.646 -0.13 0.83 0.60 -0.82
O 1.192 -0.521 -0.519 0.48 -0.01 -1.37 -0.95
O 0.800 1.878 -1.396 0.22 -0.30 -0.35 -0.77
O -1.747 -0.113 0.158 0.11 -3.41 -0.18 -0.50
S 0.815 -0.716 1.028 1.23 -0.46 0.32 1.34
S 1.293 0.570 -1.814 -0.48 0.03 1.32 1.26
```
Forces are in eV/Å.

## Properties
ΔE to the lowest compared entry with this formula, charge and spin	262.3	kJ/mol


[4]
Computed, not measured: a cluster of 2 separate species, C5H15N6S2 in total, with wB97M-V/def2-TZVPD.

Structure (XYZ):
```
28
Properties=species:S:1:pos:R:3:forces:R:3:nbo_charge:R:1
C 3.048 1.775 1.208 -0.25 0.40 -0.23 0.27
C -1.155 0.819 2.140 -1.58 0.48 0.45 -0.63
C -1.410 -0.590 -3.345 1.49 -0.94 -0.10 -0.43
C -1.556 -0.515 1.567 4.47 -0.40 0.18 -0.20
C -0.723 -1.732 -0.357 -1.23 1.19 1.03 0.37
N 2.063 1.212 0.648 0.56 0.67 -0.60 -0.22
N 1.315 0.368 0.160 -0.84 -0.11 1.41 -0.27
N 3.255 3.124 1.100 0.25 0.48 0.37 -0.80
N -2.096 -1.335 -2.307 -1.52 -2.09 0.33 -0.47
N -1.218 -2.116 -1.520 0.52 -1.89 -0.80 -0.42
N -1.242 -0.635 0.171 -2.00 0.16 -2.70 -0.56
S 4.166 0.987 2.283 0.14 -1.91 0.19 0.07
S 1.512 -0.607 -1.078 1.35 -0.13 -0.93 0.09
H -1.000 0.695 3.234 -0.18 0.40 -0.66 0.23
H -0.229 1.128 1.651 -0.48 0.41 0.29 0.23
H -2.093 1.489 1.949 2.15 -0.56 0.43 0.22
H -2.080 -0.563 -4.205 0.60 -0.32 -0.31 0.23
H -1.295 0.434 -3.049 0.43 0.53 0.28 0.21
H -0.378 -1.109 -3.433 -1.62 1.22 -0.87 0.20
H -2.517 -0.694 1.741 -4.27 -0.71 0.42 0.20
H -1.055 -1.399 1.993 0.21 0.53 0.47 0.19
H -0.138 -2.426 0.271 -0.37 0.39 -0.66 0.25
H 2.497 3.673 0.672 0.90 -0.29 0.51 0.42
H 3.977 3.583 1.704 -1.31 -0.64 -1.03 0.43
H -2.807 -2.008 -2.751 1.49 1.33 1.21 0.39
H -0.741 -2.945 -1.882 -0.48 0.46 -0.58 0.39
H 3.842 -0.363 1.998 0.25 1.70 0.15 0.18
H -1.942 -0.247 -0.565 1.32 -0.41 1.79 0.43
```
Forces are in eV/Å.

## Properties
total charge	+1
ΔE to the lowest compared entry with this formula, charge and spin	73.4	kJ/mol


[5]
Computed, not measured: a structure of composition C21H17ClF10IrN3O5SSb, with wB97M-V/def2-TZVPD.

Structure (XYZ):
```
60
Properties=species:S:1:pos:R:3:forces:R:3:mulliken_spin:R:1
Ir 0.063 0.138 0.045 0.81 1.15 0.07 0.25
C -1.701 -0.097 5.458 0.03 0.01 0.06 0.00
C -2.299 -0.050 4.212 0.02 0.00 -0.02 0.00
C -1.525 0.124 3.072 -0.22 -0.12 0.02 0.00
C -0.156 0.231 3.195 0.29 0.45 -0.28 -0.01
C 0.460 0.191 4.446 0.13 0.05 0.06 0.00
C -0.318 0.032 5.573 -0.04 0.01 -0.02 0.00
N 0.653 0.336 1.992 -1.05 -0.57 0.65 -0.02
N 1.876 0.316 2.212 0.40 -0.27 -0.41 0.01
C 2.655 0.055 1.078 -0.31 0.36 0.35 0.01
C 4.009 -0.092 1.233 0.34 -0.07 -0.05 0.00
C 4.757 -0.451 0.122 0.09 0.05 0.20 0.00
C 4.114 -0.620 -1.084 -0.21 0.03 -0.11 0.00
C 2.737 -0.445 -1.170 0.24 0.01 0.29 0.00
N 2.013 -0.112 -0.094 0.83 -0.49 -0.08 -0.01
H -2.304 -0.240 6.345 0.00 0.01 -0.01 0.00
H -3.371 -0.156 4.112 0.01 0.00 0.00 0.00
H -1.992 0.156 2.104 0.04 -0.02 0.06 0.00
H 1.534 0.277 4.519 -0.04 -0.03 0.05 0.00
H 0.153 0.001 6.547 -0.01 -0.02 -0.01 0.00
H 4.440 0.039 2.214 -0.01 0.00 -0.01 0.00
H 5.825 -0.603 0.207 -0.01 0.01 0.00 0.00
H 4.656 -0.903 -1.974 -0.04 -0.01 -0.02 0.00
H 2.201 -0.565 -2.087 -0.14 -0.03 -0.23 0.00
F -1.175 3.637 -5.025 -0.01 0.02 -0.09 0.04
C -0.773 3.310 -3.816 -0.12 -0.01 0.15 0.23
C 0.566 2.946 -3.638 -0.06 -0.03 -0.10 0.02
C 0.963 2.583 -2.392 -0.02 -0.10 0.24 0.10
C 0.050 2.593 -1.289 -0.05 0.17 -0.18 0.11
C 0.494 2.221 0.022 -0.24 0.20 -0.03 0.10
C -1.299 3.013 -1.524 0.20 -0.17 0.16 0.09
C -1.709 3.363 -2.772 0.05 0.02 -0.21 0.01
H 1.230 2.922 -4.488 0.00 -0.01 -0.03 0.00
H 1.987 2.282 -2.216 -0.01 -0.07 0.01 0.00
H -0.115 2.629 0.825 0.02 -0.02 0.04 0.01
H 1.560 2.365 0.186 0.01 -0.08 0.05 0.01
H -1.991 3.032 -0.696 0.01 -0.05 0.00 0.01
H -2.726 3.661 -2.980 0.02 -0.01 -0.03 0.00
Cl -2.407 -1.604 -4.055 0.24 -0.05 0.01 0.00
C -0.792 -1.930 -3.341 -0.28 -0.28 0.00 0.00
C 0.012 -0.664 -3.198 0.65 0.32 0.24 0.00
O 0.618 -0.217 -4.163 -0.25 -0.04 0.06 0.00
O 0.204 -0.116 -2.020 -0.61 0.42 -0.09 0.03
H -0.266 -2.564 -4.048 0.01 -0.03 0.00 0.00
H -0.935 -2.434 -2.394 -0.06 0.00 -0.11 0.00
F 0.088 -1.977 0.998 -0.25 0.08 -0.44 0.02
Sb 0.858 -3.685 0.392 0.23 0.02 0.19 0.00
F 2.446 -2.989 1.162 0.12 0.01 0.07 0.00
F 1.393 -2.824 -1.205 -0.02 0.14 -0.18 0.00
F 1.700 -5.278 -0.095 0.07 -0.11 -0.04 0.00
F -0.751 -4.121 -0.439 -0.24 -0.06 -0.05 0.00
F 0.296 -4.364 2.040 -0.03 -0.06 0.13 0.00
F -3.928 -1.284 1.273 -0.05 0.00 -0.04 0.00
C -4.245 -0.721 0.103 -0.07 0.33 0.36 0.00
F -5.090 0.290 0.340 -0.03 -0.05 0.01 0.00
F -4.839 -1.613 -0.668 -0.03 -0.04 -0.03 0.00
S -2.735 -0.103 -0.718 0.22 -0.45 -0.16 0.00
O -2.088 0.825 0.292 0.31 -0.66 -0.79 0.00
O -3.173 0.536 -1.915 -0.13 0.39 0.21 0.00
O -1.909 -1.282 -0.812 -0.73 -0.24 0.13 0.00
```
Forces are in eV/Å.

## Properties
<S²>	0.79
ΔE to the lowest compared entry with this formula, charge and spin	75.2	kJ/mol
multiplicity	2


[6]
Computed, not measured: a structure of composition C12H14Cl5FeO3, with wB97M-V/def2-TZVPD.

Structure (XYZ):
```
35
Properties=species:S:1:pos:R:3:forces:R:3:mulliken_spin:R:1
Fe -0.307 -0.131 -0.477 0.76 -0.16 0.73 3.94
C -3.530 -0.325 -0.171 -0.16 0.08 -0.07 0.01
O -2.352 -0.769 0.517 0.56 0.30 -0.51 0.02
C -2.261 -2.188 0.651 0.11 -0.22 0.09 0.00
C -1.102 -2.477 1.575 -0.18 -0.04 0.00 0.00
O 0.054 -1.817 1.060 -0.08 0.51 -0.49 0.02
C 0.895 -1.183 2.028 0.19 0.14 0.19 0.01
C 0.311 0.125 2.520 0.00 -0.22 0.04 -0.01
O 0.076 0.961 1.390 -0.09 -0.30 -0.49 0.00
C -0.468 2.239 1.727 -0.08 0.18 -0.05 0.00
H -4.416 -0.814 0.233 0.05 -0.01 0.05 0.00
H -3.463 -0.528 -1.243 0.01 -0.04 0.03 0.00
H -3.606 0.746 -0.002 0.00 -0.01 -0.04 0.00
H -2.097 -2.651 -0.329 -0.07 0.01 -0.01 0.00
H -3.180 -2.586 1.086 -0.03 0.01 -0.06 0.00
H -0.922 -3.553 1.610 0.04 0.00 0.05 0.00
H -1.326 -2.120 2.581 0.00 0.02 0.00 0.00
H 1.838 -1.002 1.511 0.01 -0.03 0.03 -0.01
H 1.075 -1.843 2.878 0.01 -0.07 -0.05 0.00
H 1.027 0.602 3.194 -0.02 0.03 0.01 0.00
H -0.631 -0.031 3.056 0.00 0.06 0.01 0.00
H 0.227 2.790 2.362 0.03 -0.05 0.00 0.00
H -1.425 2.128 2.240 0.02 -0.05 0.00 0.00
H -0.609 2.782 0.795 0.01 0.00 0.02 0.00
Cl 3.241 -1.467 -0.939 0.05 -0.12 0.07 0.00
C 2.667 -0.141 -1.885 -0.05 0.10 -0.13 0.03
C 1.350 0.253 -1.744 -0.96 -0.10 0.53 0.08
C 0.931 1.335 -2.498 0.52 -0.35 0.07 -0.13
Cl -0.735 1.788 -2.225 -0.56 0.32 -0.03 0.03
C 1.736 2.027 -3.384 0.12 0.05 -0.10 -0.02
Cl 1.153 3.366 -4.277 -0.09 0.02 0.01 0.00
C 3.058 1.591 -3.522 -0.01 -0.05 0.07 0.01
Cl 4.107 2.392 -4.610 -0.02 0.04 -0.02 0.00
C 3.530 0.509 -2.771 -0.06 -0.06 0.06 -0.01
Cl 5.155 -0.009 -2.935 -0.01 0.02 -0.01 0.00
```
Forces are in eV/Å.

## Properties
<S²>	6.01
total energy	-4255.77055	Ha
total charge	+1
multiplicity	5